(1)
C8H24F2O8Sr | the ωB97M-V functional and the def2-TZVPD basis

HOMO energy in eV: -7.3931
E_tot in Eh: -1151.6190
Frontier orbital gap in eV: 7.39

Positions of all 43 atoms, in Å:
Sr 1.0669 -0.4567 0.0655
F 2.6180 -2.4754 -0.2206
F 3.5565 0.2769 0.1922
C -0.4587 -3.3869 0.8294
C -1.0464 -3.1906 -0.5434
O -0.0882 -2.4335 -1.3373
O -0.5776 -2.1226 1.4810
H 0.6095 -3.6263 0.8007
H -0.9537 -4.2052 1.3625
H -1.9400 -2.5716 -0.4894
H -1.2343 -4.1312 -1.0647
H 0.3599 -3.0834 -1.8861
H -1.1578 -2.1482 2.2429
C 1.1885 2.7987 -0.6111
C 2.1610 2.2414 -1.6325
O 1.8879 0.8950 -1.9687
O 1.3595 2.1719 0.6569
H 0.1684 2.6608 -0.9664
H 1.4641 3.8527 -0.5038
H 3.1869 2.2815 -1.2495
H 2.1483 2.9049 -2.5110
H 2.6300 0.5323 -2.4618
H 2.2936 2.2337 0.9132
C 0.9807 0.0395 3.5499
C 0.0584 1.1848 3.2386
O -0.7266 0.8232 2.0642
O 1.8171 -0.2793 2.4697
H 0.4092 -0.8477 3.8621
H 1.5590 0.2831 4.4524
H 0.6154 2.0852 2.9773
H -0.6409 1.3437 4.0595
H -1.5179 1.3658 2.0483
H 2.6909 -0.5979 2.7157
C -1.5624 0.1630 -2.2995
C -3.0099 0.3986 -2.7160
O -3.4873 1.4452 -1.8739
O -1.4251 0.2542 -0.8606
H -1.0094 1.0036 -2.7490
H -1.0838 -0.7328 -2.6747
H -3.5945 -0.5242 -2.6606
H -3.0013 0.7782 -3.7403
H -4.2137 1.8832 -2.3236
H -2.1001 0.9121 -0.6373


(2)
C8H24F6N2O8S2 | the ωB97M-V functional and the def2-TZVPD basis

HOMO energy in eV: -9.6791
E_tot in Eh: -2426.1481
Frontier orbital gap in eV: 9.42

Positions of all 50 atoms, in Å:
N 0.5403 -0.6648 1.0153
H -0.0818 -0.7444 1.8069
H 1.1729 0.1070 1.1715
H 0.0941 -0.4161 0.1440
H 1.0879 -1.5106 0.9456
C -3.2397 -0.1291 -0.6336
F -3.1509 0.6294 0.5402
F -3.0860 -1.3552 -0.4160
F -4.4722 0.0037 -1.0813
S -2.0172 0.3479 -2.0302
O -2.5981 -0.2733 -3.2043
O -2.0212 1.8125 -2.1863
N -0.4580 -0.1172 -1.3629
S 0.3039 -0.8157 -2.5637
O 0.1550 -0.2600 -3.8672
O 1.6636 -0.9003 -2.0823
C -0.3825 -2.5691 -2.6478
F -0.2059 -3.0726 -3.8502
F 0.1508 -3.2544 -1.6388
F -1.6878 -2.5946 -2.4529
O 2.7465 1.1619 0.8050
H 3.6163 1.3380 1.1636
H 2.7302 1.6336 -0.0278
O 2.1172 -2.8838 1.7234
H 2.2896 -3.7997 1.5052
H 2.6845 -2.7049 2.4734
C 0.7992 4.4356 -2.6554
C 1.1815 2.9633 -2.5156
C 2.4717 2.4519 -3.1864
O 1.4475 2.5426 -1.1923
H 0.8898 4.6954 -3.7101
H 1.4445 5.0420 -2.0198
H -0.2089 4.5816 -2.2674
H 0.4034 2.3209 -2.9278
H 2.6823 1.4578 -2.7921
H 3.3363 3.0772 -2.9638
H 2.3537 2.4669 -4.2699
H 0.9181 1.7678 -0.9899
C -0.5033 -2.5314 4.0837
C -1.6481 -1.5356 3.8294
C -1.4224 -0.1954 4.5504
O -1.9120 -1.3396 2.4730
H -0.7785 -3.4503 3.5660
H -0.4251 -2.6804 5.1606
H 0.4294 -2.1129 3.7056
H -2.5274 -2.0041 4.2713
H -1.0878 -0.3704 5.5730
H -2.2902 0.4623 4.5012
H -0.6407 0.4265 4.1142
H -2.8648 -1.4398 2.4130


(3)
C8H24KO8 | the ωB97M-V functional and the def2-TZVPD basis

HOMO energy in eV: -12.7851
E_tot in Eh: -1520.7932
Charge: +1
Frontier orbital gap in eV: 10.13

Positions of all 41 atoms, in Å:
K -7.8340 2.8710 -25.2030
C -8.2350 -0.2910 -23.2700
C -7.1310 0.5900 -22.7570
O -6.4850 0.0500 -21.5920
O -8.5300 0.1370 -24.5750
H -9.1230 -0.2720 -22.6120
H -8.0350 -1.4030 -23.3680
H -7.6350 1.5470 -22.4840
H -6.4130 0.7600 -23.5790
H -7.1540 0.1580 -20.8560
H -8.9440 -0.5680 -25.0600
C -10.8690 1.8520 -23.0890
C -12.2970 2.3120 -22.7900
O -13.1310 1.1800 -22.7150
O -10.3300 2.9870 -23.6550
H -10.7110 1.0250 -23.7190
H -10.3220 1.6550 -22.2030
H -12.7030 2.9360 -23.6130
H -12.4890 2.8620 -21.8380
H -13.9310 1.4740 -22.3880
H -10.5200 3.8190 -23.1370
C -7.3370 4.2920 -21.6430
C -5.9320 3.8220 -21.1630
O -5.8320 4.0370 -19.7470
O -7.2550 4.2780 -23.0520
H -7.6130 5.3340 -21.3810
H -8.1220 3.5880 -21.2700
H -5.0490 4.3220 -21.6540
H -5.7740 2.7780 -21.4150
H -5.6610 4.9690 -19.5880
H -6.9130 5.1140 -23.4000
C -4.8330 2.7290 -25.1480
C -4.8160 1.3550 -25.8010
O -6.1030 0.8950 -26.0300
O -5.4570 3.6950 -26.0100
H -3.7830 3.0110 -25.1540
H -5.0990 2.8060 -24.0970
H -4.3500 0.6730 -25.0560
H -4.2500 1.2800 -26.7280
H -5.9830 -0.0700 -26.0960
H -5.2240 3.4120 -26.9270


(4)
C8H24N2O3 | the ωB97M-V functional and the def2-TZVPD basis

HOMO energy in eV: -8.9512
E_tot in Eh: -654.3844
SMILES string: COC[C@H](C)N.COC[C@H](C)N.O
Frontier orbital gap in eV: 9.67

Positions of all 37 atoms, in Å:
C -5.1295 1.4402 4.5901
O -5.2579 1.9645 5.9216
C -4.7561 3.2797 5.9951
C -4.8231 3.8119 7.4146
C -6.1873 3.6853 8.0950
N -4.3267 5.2075 7.4023
H -4.0705 1.4694 4.3193
H -5.7310 2.0285 3.8916
H -5.5405 0.4339 4.6448
H -3.7781 3.3758 5.5150
H -5.3951 3.9713 5.4167
H -4.1214 3.2703 8.0602
H -6.3446 2.6482 8.4113
H -6.9956 3.9703 7.4145
H -6.3292 4.2564 9.0129
H -4.6605 5.6058 6.5256
H -4.7054 5.7704 8.1486
C -5.3642 -2.0623 8.9175
O -4.7540 -2.7850 7.8972
C -4.9870 -2.1745 6.6452
C -3.9061 -2.4684 5.6143
C -3.9342 -3.9327 5.2201
N -2.5735 -2.1132 6.1001
H -4.9417 -1.0587 9.0363
H -5.2265 -2.5586 9.8807
H -6.4539 -1.9794 8.8216
H -6.0295 -2.3009 6.3111
H -5.0305 -1.0836 6.8084
H -4.0802 -1.8141 4.7558
H -3.1697 -4.1901 4.4871
H -4.9196 -4.2688 4.8972
H -3.6937 -4.5517 6.0917
H -2.3915 -2.6293 6.9585
H -2.5370 -1.1430 6.4070
O -3.0903 0.8016 7.3052
H -3.9598 0.8803 6.8561
H -3.2092 1.2498 8.1480


(5)
C8H24N2O3 | the ωB97M-V functional and the def2-TZVPD basis

HOMO energy in eV: -7.7960
E_tot in Eh: -653.7864
Frontier orbital gap in eV: 8.45

Positions of all 37 atoms, in Å:
C 15.2125 6.0724 -17.0918
C 15.0598 7.5910 -16.9570
C 14.1148 8.2811 -17.9985
O 14.1376 9.7522 -18.1290
C 13.4154 10.4002 -19.1661
N 14.5784 7.8590 -15.6558
H 15.4875 5.8334 -18.1191
H 14.2761 5.5306 -16.9589
H 15.9847 5.5852 -16.4964
H 15.9460 8.2144 -17.0759
H 13.1239 7.8696 -17.8062
H 14.3884 7.8839 -18.9760
H 13.7549 10.1546 -20.1724
H 13.4916 11.4871 -19.1342
H 12.3878 10.0402 -19.2155
H 14.2586 8.8110 -15.5481
H 15.2468 7.7748 -14.9033
C 12.4713 11.9485 -19.4279
C 11.5613 11.2162 -18.5892
C 11.1772 11.8371 -17.1951
O 12.2158 12.5117 -16.4837
C 11.9020 13.8266 -15.9361
N 10.3490 11.2026 -19.3922
H 13.4552 12.1293 -18.9951
H 12.1612 12.9684 -19.6552
H 12.5629 11.4944 -20.4145
H 11.9878 10.2188 -18.4834
H 10.7608 11.0469 -16.5704
H 10.3354 12.5266 -17.1319
H 12.6823 14.1644 -15.2541
H 11.0760 13.7126 -15.2340
H 11.7805 14.5514 -16.7411
H 9.7377 10.4676 -19.0664
H 10.7247 10.8113 -20.2441
O 12.9434 9.9742 -16.2969
H 13.5263 9.8803 -17.0502
H 12.7751 10.9147 -16.2393


(6)
C8H24N2O3PSi | the ωB97M-V functional and the def2-TZVPD basis

HOMO energy in eV: -13.3531
E_tot in Eh: -1285.0361
Charge: +1
Frontier orbital gap in eV: 10.01

Positions of all 39 atoms, in Å:
C 0.5818 -1.7268 -3.3260
C -0.2707 -0.7658 -3.3249
N -0.4714 0.1951 -2.1860
C -1.5561 1.1343 -2.6596
N -1.7708 2.2998 -1.8514
C -0.9175 -0.6707 -1.0124
C -1.1879 0.1101 0.2824
O -1.0118 -0.7168 1.4092
Si 0.5577 -0.7481 2.0670
C 0.4165 -1.7184 3.6749
C 1.2492 0.9428 2.5176
C 1.7921 -1.7125 0.9897
P 1.1405 0.9909 -1.9223
O 1.1638 2.3328 -2.4475
H 0.8183 -2.2518 -4.2302
H 1.0774 -2.0936 -2.4419
H -0.8621 -0.6016 -4.2043
H -2.4709 0.5494 -2.7721
H -1.2679 1.4468 -3.6594
H -1.8565 3.1430 -2.3971
H -1.1398 2.4204 -1.0764
H -0.1626 -1.4102 -0.7821
H -1.8096 -1.1831 -1.3459
H -2.2299 0.4213 0.2734
H -0.5950 1.0247 0.3764
H 0.2874 -0.9728 4.4539
H 1.3214 -2.2730 3.8985
H -0.4480 -2.3709 3.6757
H 2.3228 0.9019 2.3179
H 1.1316 1.2006 3.5578
H 0.8669 1.7745 1.9258
H 2.5078 -2.1402 1.6854
H 2.3518 -1.0923 0.2908
H 1.3256 -2.5627 0.4995
H 2.1572 0.2260 -2.5110
H 1.3420 0.9700 -0.5279
O -1.1353 1.5855 3.8108
H -1.7890 2.2899 3.8962
H -1.4592 1.0514 3.0753


(7)
C8H25CdN2O5 | the ωB97M-V functional and the def2-TZVPD basis

HOMO energy in eV: -5.7846
E_tot in Eh: -973.2250
Charge: -1
Frontier orbital gap in eV: 8.95

Positions of all 41 atoms, in Å:
Cd -2.4839 0.6953 -0.2503
O -1.0739 -0.9731 -0.3411
H -1.6180 -1.5628 0.1994
O -4.4465 0.2183 -0.0949
H -4.8042 -0.6535 -0.3510
O -1.7580 2.5811 -0.8905
H -2.4216 3.0738 -0.3659
C 1.4455 2.1623 -3.7289
C 0.6805 0.9760 -3.3721
C 0.9979 0.6649 -1.9365
O 2.4142 0.4828 -1.6396
C 2.9341 -0.8649 -1.8272
N -0.7228 1.2056 -3.6028
H 2.5143 2.0082 -3.5194
H 1.0360 3.0455 -3.2590
H 1.4825 2.3913 -4.7882
H 0.9449 0.1578 -3.9947
H 0.4392 -0.1040 -1.5039
H 0.8353 1.6324 -1.3781
H 2.2609 -1.5854 -1.4531
H 3.8241 -0.9913 -1.1971
H 3.1531 -1.1051 -2.8447
H -1.2577 0.3140 -3.4836
H -1.0574 1.8290 -2.8888
C 1.8277 0.0777 2.4975
C 0.8963 -1.1190 2.9173
C -0.4489 -0.4197 3.1904
O -1.2985 -1.4607 3.7367
C -2.6721 -1.3586 3.5187
N 0.8003 -2.1799 1.8947
H 2.6990 -0.4748 2.2510
H 1.7756 0.8212 3.2613
H 1.4460 0.5606 1.6422
H 1.2177 -1.4813 3.8886
H -0.7850 0.0051 2.1705
H -0.3054 0.4386 3.7892
H -3.0425 -1.5729 2.5053
H -3.0074 -0.3954 3.7976
H -3.0787 -2.1663 4.1146
H 0.3790 -2.9867 2.2789
H 0.2786 -1.8860 1.0573


(8)
C8H25FN3OP2S | the ωB97M-V functional and the def2-TZVPD basis

HOMO energy in eV: -10.4405
E_tot in Eh: -1739.7279
Charge: +1
Frontier orbital gap in eV: 6.28

Positions of all 41 atoms, in Å:
C -2.7422 -5.0113 2.2327
C -2.0481 -3.7475 1.6605
F -1.1437 -3.2879 2.6007
P -1.0803 -4.0184 0.0818
S -0.6552 -6.0680 -0.1633
H -3.0587 -5.7426 1.4668
H -2.0339 -5.5381 2.9061
H -3.6187 -4.6855 2.8213
H -2.7674 -2.9290 1.4673
H -1.8210 -3.4990 -1.0175
H 0.1002 -3.2319 0.1893
H -0.2677 -6.1303 -1.4770
O -0.6250 1.6286 -2.3343
P 0.4722 1.5955 -1.2760
N -0.5593 1.0935 0.0363
C -0.3847 1.3585 1.4546
C -1.1654 -0.2159 -0.1523
N 0.7100 3.3047 -1.2176
C 0.6205 4.1018 -0.0064
C 0.1744 4.0884 -2.3310
N 1.9419 1.3724 -0.3190
C 3.1496 1.9885 -0.9339
C 2.3013 -0.0580 -0.1545
H 0.4400 0.7965 1.9133
H -1.2942 1.0952 2.0000
H -0.2316 2.4102 1.6710
H -0.4301 -1.0362 -0.0538
H -1.6142 -0.2998 -1.1447
H -1.9684 -0.3982 0.5674
H -0.4140 4.1991 0.3430
H 1.0060 5.1093 -0.1825
H 1.2456 3.7019 0.7931
H -0.9090 4.2292 -2.2396
H 0.3835 3.6123 -3.2861
H 0.6428 5.0745 -2.3686
H 3.3253 1.6091 -1.9444
H 4.0309 1.7778 -0.3245
H 3.0813 3.0704 -0.9869
H 2.3536 -0.5769 -1.1164
H 1.5880 -0.5840 0.4818
H 3.2656 -0.1588 0.3435